[1]
97
Properties=species:S:1:pos:R:3:forces:R:3:mulliken_charge:R:1 method="wB97M-V/def2-TZVPD" orbital_gap_ev="6.57 / 7.52" multiplicity=2 total_energy_ev=-467029.2057 e_lumo_ev="-1.28 / -0.35"
V 0.47472 -0.31234 -0.38246 0.762 -0.662 -2.253 -0.3690
N -6.52838 1.96466 1.00854 -0.339 -0.038 -0.051 -0.5571
C -5.15788 2.02836 1.07424 0.402 0.174 0.075 0.7348
C -4.41028 2.45486 -0.02856 -0.010 0.066 0.180 -0.6877
C -3.03228 2.48406 0.02824 -0.041 -0.003 -0.209 -0.1808
C -2.40558 2.13756 1.20884 0.811 -0.202 0.131 -0.6910
C -3.12958 1.78696 2.33464 -0.196 0.070 0.289 -0.6135
C -4.50058 1.72936 2.27034 0.040 0.043 -0.088 -0.9793
S -0.65568 2.01386 1.34664 0.276 1.305 0.331 1.5515
O 0.05572 2.62676 0.25404 -0.682 -0.025 0.280 -0.7041
O -0.24458 2.45326 2.65874 -0.571 -0.399 0.048 -0.8266
N -0.26848 0.42266 1.19374 -0.439 1.765 0.501 0.5188
C -0.72808 -0.68284 1.74204 -1.039 -1.970 2.111 0.4214
N -0.08668 -1.77694 1.24134 -0.198 1.352 -0.268 0.4859
C -0.52098 -2.97364 1.59944 -0.120 -0.388 0.151 -0.3347
C -1.56558 -3.11834 2.49364 0.296 0.064 -0.210 -1.2818
C -2.09988 -1.94374 3.01534 0.042 -0.193 -0.035 -0.6530
N -1.68608 -0.74524 2.66964 0.325 0.577 -0.192 -0.5326
H -6.92328 1.89256 0.08514 -0.065 -0.014 0.068 0.2268
H -6.97868 1.38796 1.70224 -0.008 0.039 -0.130 0.2124
H -4.92688 2.74116 -0.93066 0.008 0.031 -0.152 0.6169
H -2.44268 2.76646 -0.82936 0.087 0.033 -0.175 0.4067
H -2.59878 1.55186 3.24164 -0.073 -0.028 0.110 0.4801
H -5.07548 1.43076 3.13394 -0.059 -0.021 0.122 0.3320
H -0.00518 -3.82484 1.16444 -0.088 0.026 -0.020 0.5308
H -1.93358 -4.08864 2.77494 -0.025 -0.113 0.053 0.5235
H -2.89738 -1.96494 3.74684 -0.061 -0.104 0.062 0.5581
Br 0.87632 3.02636 -6.32736 -0.091 0.185 -0.087 -0.2001
C 1.33182 2.14636 -4.73116 0.055 -0.062 -0.020 0.2041
C 2.58712 1.54946 -4.61196 -0.004 -0.013 0.034 0.2640
Br 3.81452 1.63076 -6.03196 0.140 0.014 -0.034 -0.1822
C 2.92322 0.86606 -3.44946 0.148 -0.164 0.094 -0.1064
Br 4.61652 0.08626 -3.19236 -0.002 -0.085 0.111 -0.1434
C 1.97342 0.68706 -2.45146 -0.742 0.991 -1.092 -0.6200
O 2.12792 0.01276 -1.35576 0.070 -0.685 0.945 -0.1251
C 0.66932 1.24566 -2.59236 1.967 0.116 -1.529 0.1229
O -0.10658 0.90726 -1.62836 -1.313 0.088 0.813 0.1024
C 0.39542 2.04326 -3.70676 -0.189 -0.037 0.198 -0.0039
Br -1.21278 3.01936 -3.76906 -0.001 -0.002 0.234 -0.0986
C 1.58002 -1.21274 5.83244 -0.009 0.008 -0.001 -0.6531
C 1.40712 0.06646 5.33354 0.024 0.007 0.013 -1.0064
C 1.62442 0.33066 3.98974 0.033 0.128 -0.269 0.0434
C 2.02382 -0.68724 3.12794 -0.301 -0.063 0.002 1.0679
C 2.16262 -1.98154 3.63494 0.060 -0.014 -0.367 -0.3341
C 1.95022 -2.24004 4.97824 0.019 -0.051 0.004 -0.9341
As 2.30232 -0.39104 1.20674 2.676 -0.305 1.298 3.6267
C 3.46442 1.17736 1.18574 -0.069 0.217 -0.171 0.6947
C 2.96702 2.40136 1.63044 -0.156 -0.212 -0.036 0.0442
C 3.76672 3.53216 1.59934 0.014 0.020 0.044 -1.5697
C 5.05922 3.46126 1.10704 -0.016 -0.009 0.004 -0.6795
C 5.54742 2.25796 0.62334 -0.015 -0.016 0.018 -0.9769
C 4.75492 1.12246 0.65484 -0.212 -0.331 -0.040 -0.4384
C 3.64972 -1.79934 0.94394 -0.164 0.041 -0.050 -0.4129
C 3.44752 -2.79114 -0.00606 -0.288 0.295 0.040 -0.4508
C 4.40652 -3.77324 -0.21026 0.010 -0.057 -0.040 -0.7815
C 5.57332 -3.76334 0.53464 -0.044 -0.030 -0.039 -0.6368
C 5.77092 -2.79604 1.50984 -0.045 0.092 0.040 -0.8916
C 4.80952 -1.82404 1.72524 -0.318 0.260 0.062 -0.3252
H 1.42132 -1.41204 6.88184 -0.027 -0.022 0.089 0.4177
H 1.09792 0.86996 5.98624 -0.020 0.050 0.041 0.4781
H 1.44372 1.33096 3.61814 0.069 -0.104 0.088 0.0666
H 2.44512 -2.79094 2.96374 -0.034 0.092 0.196 0.4275
H 2.07662 -3.24414 5.35974 0.000 -0.045 -0.007 0.4410
H 1.94072 2.48766 1.96604 0.200 0.079 0.050 0.3722
H 3.37102 4.47066 1.95864 -0.043 0.075 0.000 0.4616
H 5.68032 4.34446 1.08514 0.048 0.077 -0.004 0.3938
H 6.54742 2.20106 0.21794 0.053 -0.014 -0.049 0.4497
H 5.13572 0.18676 0.25604 -0.010 0.213 0.022 0.5791
H 2.52312 -2.77454 -0.57566 0.167 -0.120 -0.047 0.1113
H 4.24782 -4.54274 -0.95236 -0.032 -0.025 -0.062 0.4595
H 6.33122 -4.51194 0.36014 0.057 -0.091 -0.006 0.4006
H 6.67832 -2.79864 2.09614 0.042 0.007 0.068 0.4384
H 4.93952 -1.06704 2.49764 0.102 -0.166 -0.135 0.5309
N -5.37198 1.93546 -5.32756 -0.206 0.310 -0.411 -0.5416
C -4.86458 1.25186 -4.25756 0.213 -0.424 0.421 1.0657
C -5.65878 0.99266 -3.13296 0.100 0.016 -0.026 -0.9665
C -5.15748 0.24166 -2.09146 -0.034 -0.042 0.006 -0.5674
C -3.85188 -0.21144 -2.12426 0.220 -0.333 0.429 0.7654
C -3.04918 0.04626 -3.22006 0.166 0.009 -0.054 -0.2811
C -3.55918 0.74946 -4.29136 -0.289 -0.049 0.029 -1.2824
S -3.31698 -1.25534 -0.78856 -0.114 -0.171 0.205 0.6438
O -3.67338 -2.61544 -1.13636 -0.143 0.234 -0.008 -0.7993
O -3.82158 -0.76234 0.46044 0.024 0.251 -0.199 -0.4713
N -1.69318 -1.16814 -0.76466 -0.564 0.890 0.471 0.6125
C -1.02888 -1.94944 -1.57046 -0.624 -1.452 -1.250 -0.2135
S -1.67578 -3.14084 -2.66416 0.858 -0.378 -0.365 -0.0552
C -0.04738 -3.38694 -3.26126 -0.141 0.303 0.317 -0.8363
C 0.84022 -2.62304 -2.59516 0.322 -0.407 -0.624 -0.5729
N 0.28622 -1.82574 -1.62926 -0.551 -0.504 0.139 0.8636
H -6.17308 2.52166 -5.15836 0.089 -0.008 -0.100 0.2009
H -4.71008 2.29296 -5.99716 -0.096 0.057 0.053 0.2189
H -6.66178 1.39386 -3.08336 -0.130 -0.048 -0.046 0.3286
H -5.75298 -0.00164 -1.22716 -0.227 0.076 0.139 0.5564
H -2.01728 -0.28094 -3.22796 -0.052 0.055 -0.094 0.1697
H -2.95208 0.93496 -5.16306 0.146 0.039 -0.062 0.3906
H 0.13602 -4.07394 -4.06196 0.153 -0.138 -0.131 0.5448
H 1.90272 -2.56754 -2.77706 0.037 -0.006 0.007 0.4106

***

[2]
85
Properties=species:S:1:pos:R:3:forces:R:3:mulliken_charge:R:1 method="wB97M-V/def2-TZVPD" total_charge=+1 orbital_gap_ev="5.11 / 5.33" multiplicity=6 total_energy_ev=-175583.7834 relative_energy_kcal_mol=165.9 e_lumo_ev="-4.61 / -4.66"
Fe 1.34290 -0.23460 -0.31953 0.971 -0.888 3.208 -0.3828
N 1.55067 0.57831 3.78653 -0.270 -0.206 -0.067 0.3118
C 1.01902 0.37252 2.48760 -1.042 0.482 0.036 -2.2509
N 1.98740 0.11386 1.47720 -0.423 -0.411 -0.445 -0.2756
C 3.12275 0.81812 1.54502 0.972 -0.494 -1.434 0.4857
N 4.00743 0.68868 0.57257 1.150 1.164 1.161 -1.5824
N 3.54997 -0.08915 -0.39807 -1.184 -0.938 -0.940 1.0389
C 4.35697 -0.74494 -1.15980 -0.013 0.900 0.903 -0.9112
C 3.80980 -1.74395 -2.03264 -0.457 -0.873 -0.674 0.8847
C 4.60111 -2.50868 -2.89829 -0.209 0.287 0.310 -1.1330
C 3.99734 -3.48660 -3.66453 -0.304 -0.083 -0.036 -0.3138
C 2.62247 -3.67450 -3.56394 0.181 0.062 0.044 -1.1716
C 1.92008 -2.87523 -2.67580 -0.064 -0.181 -0.138 -0.0353
N 2.48842 -1.95376 -1.92064 0.193 0.125 0.086 0.4276
C 3.41871 1.62761 2.71498 -0.244 -0.062 0.510 0.3957
C 4.46407 2.55143 2.74105 -0.020 0.035 0.065 -0.5027
C 4.75834 3.22087 3.90873 0.105 0.032 -0.115 -0.8727
C 4.04532 2.93710 5.07064 -0.070 -0.164 0.014 -0.4061
C 3.01749 2.01831 5.06699 0.045 -0.030 -0.051 -0.8064
C 2.66285 1.38120 3.87897 0.395 0.421 -0.209 0.4080
H 1.36027 -0.11516 4.49487 0.119 -0.134 -0.126 0.4471
H 0.28409 -0.43097 2.50217 0.157 0.109 0.178 1.1187
H 5.43031 -0.62383 -1.06541 0.049 0.105 0.070 0.4203
H 5.66470 -2.33655 -2.94959 0.110 0.041 -0.009 0.4888
H 4.58135 -4.09920 -4.33532 0.059 -0.013 -0.032 0.4375
H 2.10797 -4.42378 -4.14715 0.008 -0.023 -0.021 0.4839
H 0.84702 -2.97470 -2.55372 -0.033 -0.090 -0.096 0.4076
H 5.03107 2.71995 1.83919 0.054 0.007 -0.083 0.5011
H 5.55227 3.95127 3.93260 0.064 0.039 -0.025 0.4318
H 4.28844 3.44976 5.98705 0.062 0.060 0.133 0.4248
H 2.46084 1.79637 5.96288 -0.097 0.039 0.161 0.4674
Cl 0.96640 0.33565 -2.38932 0.508 0.991 -2.198 -0.1933
C -0.54654 0.00013 -3.15799 -1.234 -0.443 -0.044 1.2602
C -0.76743 0.46597 -4.44329 0.296 0.140 0.052 -0.7883
C -1.97448 0.18796 -5.06359 0.049 -0.013 0.138 -0.7205
C -2.94850 -0.53967 -4.39616 -0.022 -0.007 -0.084 -0.7719
C -2.70621 -1.01984 -3.12239 0.105 0.060 -0.123 -0.5240
C -1.49880 -0.75609 -2.47958 0.233 -0.058 0.220 -0.4633
P -1.10624 -1.39183 -0.80016 -0.637 0.097 -0.461 1.2894
C -2.08800 -0.29607 0.22995 0.120 0.046 -0.080 0.4805
C -3.01321 0.65269 -0.25170 -0.412 0.089 0.010 -0.1245
C -3.63486 1.48949 0.61487 -0.164 -0.248 -0.163 -1.0473
C -3.19208 1.55748 2.02487 0.088 0.117 0.105 -0.1478
C -2.63834 0.26453 2.50181 -0.090 -0.097 0.003 -1.0519
C -2.06112 -0.57844 1.62605 0.045 -0.114 0.248 -0.7309
C -2.14568 -2.90706 -0.73504 0.413 0.065 0.091 0.5821
C -3.46832 -2.87303 -0.29865 0.155 0.087 -0.028 -0.3091
C -4.22361 -4.03097 -0.29167 -0.114 -0.036 0.017 -0.8246
C -3.67233 -5.22815 -0.71942 -0.021 0.010 0.039 -0.7080
C -2.35468 -5.26885 -1.14501 -0.006 -0.076 -0.044 -0.7760
C -1.59107 -4.11517 -1.14283 0.025 0.055 -0.043 -0.5169
H -0.00055 1.03331 -4.94812 0.061 0.059 -0.080 0.5712
H -2.14949 0.53539 -6.06982 0.001 0.071 -0.072 0.4342
H -3.89540 -0.73721 -4.87549 -0.058 -0.049 -0.043 0.4573
H -3.45961 -1.60560 -2.61582 -0.028 -0.059 0.032 0.4988
H -3.24630 0.68734 -1.30603 -0.005 0.083 -0.041 0.2889
H -4.39401 2.17827 0.27882 -0.048 0.078 -0.117 0.3734
H -3.98578 1.90754 2.68463 0.036 0.019 -0.033 0.5580
H -2.65609 0.06681 3.56127 0.063 -0.135 0.153 0.4275
H -1.60868 -1.50982 1.94419 0.095 -0.039 0.184 0.7130
H -3.91089 -1.94664 0.03779 -0.048 0.047 0.034 0.5162
H -5.24582 -3.99204 0.05533 -0.073 -0.038 0.007 0.4463
H -4.26760 -6.12838 -0.70443 -0.032 -0.086 -0.019 0.3993
H -1.91867 -6.20191 -1.46895 0.043 -0.070 -0.008 0.4471
H -0.55583 -4.15847 -1.44967 0.071 -0.045 0.029 0.2925
Se 1.41879 -2.89574 0.82607 0.193 0.062 -1.224 0.1625
C 1.37193 -2.65751 2.59266 -0.023 0.067 0.685 0.2547
N 1.33368 -2.46998 3.73145 -0.087 0.134 0.396 -0.5986
C -2.06049 4.78120 -1.06305 -0.006 -0.127 0.217 -0.7351
C -1.06094 4.19643 -1.82382 0.055 0.030 -0.150 -1.1761
C -0.38547 3.09558 -1.34693 0.018 -0.105 -0.131 -0.7548
C -0.65801 2.55283 -0.07973 -0.144 0.129 -0.338 1.0855
C 0.11321 1.47731 0.46328 0.370 0.319 0.777 -0.3927
C 0.31475 1.67246 1.92735 0.057 -1.220 -0.187 1.8868
C -0.77424 2.21560 2.71910 0.043 0.220 0.266 -2.2628
C -2.00134 2.68784 2.08691 -0.472 0.136 -0.136 -0.0123
C -1.67203 3.17620 0.69556 0.264 0.222 0.322 0.2619
C -2.35166 4.26886 0.19012 0.012 0.129 -0.075 -0.3079
H -2.59645 5.64217 -1.42717 -0.072 0.115 -0.085 0.4399
H -0.80211 4.61657 -2.78285 0.057 0.012 -0.108 0.4799
H 0.42557 2.68581 -1.92281 0.023 -0.005 -0.067 0.7507
H 1.15189 2.39755 2.00212 0.060 0.045 -0.287 0.5690
H -0.61110 2.32724 3.77970 -0.002 -0.032 0.122 0.4148
H -2.43179 3.50755 2.66793 0.054 0.000 -0.121 1.1318
H -3.11584 4.73494 0.79503 -0.082 0.051 0.064 0.5283

***

[3]
86
Properties=species:S:1:pos:R:3:forces:R:3:mulliken_charge:R:1 method="wB97M-V/def2-TZVPD" total_charge=+3 orbital_gap_ev="5.48 / 5.09" multiplicity=1 total_energy_ev=-110160.6792 relative_energy_kcal_mol=3.0 e_lumo_ev="-10.67 / -10.95"
Os -0.43575 0.29097 0.03498 -1.293 0.096 -1.273 2.3330
O 0.12357 -2.84741 0.27804 0.302 0.273 0.267 -0.7238
S 0.59667 -1.60828 0.90754 -0.534 -0.690 -0.443 1.2851
C 0.35451 -1.73682 2.64253 0.197 -0.273 0.023 0.4542
C 0.67854 -2.90906 3.31516 -0.075 -0.106 0.069 -0.6817
C 0.44447 -2.96393 4.68085 0.041 -0.050 -0.020 -0.8951
C -0.11018 -1.87210 5.34601 -0.003 0.034 0.030 -0.9003
C -0.46558 -0.72862 4.64666 -0.031 0.017 0.178 -0.2471
C -0.22941 -0.66454 3.27658 -0.086 0.010 0.231 -0.5535
P -0.80560 0.72737 2.31626 0.873 -0.041 0.057 1.1309
C -2.52059 0.90999 2.72991 -0.205 0.107 -0.382 0.7557
C -2.99851 2.01611 3.43687 -0.079 0.000 0.000 -0.4178
C -4.34884 2.08009 3.75163 0.013 0.035 0.037 -0.8138
C -5.21115 1.06178 3.36199 -0.003 -0.016 -0.010 -0.5877
C -4.73035 -0.04655 2.66806 -0.021 0.010 -0.020 -0.9745
C -3.38801 -0.12201 2.34474 -0.046 0.000 0.038 -0.7288
C 0.17020 2.14786 2.76589 0.134 0.154 -0.067 1.0092
C 1.38361 1.96739 3.43848 -0.053 0.065 0.069 -0.7833
C 2.17006 3.07195 3.74174 0.049 -0.060 -0.038 -0.7405
C 1.75114 4.34406 3.37513 -0.007 0.039 -0.024 -0.8432
C 0.54586 4.52370 2.69566 0.074 0.030 -0.010 -1.1361
C -0.23293 3.42854 2.37015 0.024 0.050 0.072 -0.9248
C 2.34749 -1.50405 0.68087 0.013 0.060 0.174 0.6336
C 3.21495 -2.38038 1.31815 0.023 -0.009 -0.005 -0.7426
C 4.56350 -2.32033 1.00171 0.066 -0.064 0.045 -0.9668
C 5.03048 -1.39216 0.07771 0.022 0.046 -0.040 -0.8227
C 4.15157 -0.51532 -0.54369 0.132 0.014 -0.062 -0.5544
C 2.79403 -0.58154 -0.24987 0.115 -0.041 -0.010 -0.1739
P 1.60746 0.44837 -1.11514 0.458 0.068 0.417 0.7052
C 1.33113 -0.26236 -2.73113 -0.400 0.027 0.037 0.9341
C 0.41415 0.36857 -3.58454 0.044 -0.057 -0.068 -0.3949
C 0.21187 -0.12728 -4.86116 0.006 -0.005 0.054 -0.6442
C 0.90913 -1.25622 -5.28273 -0.050 -0.016 -0.057 -0.6668
C 1.80382 -1.89188 -4.43096 0.024 -0.068 0.026 -0.7405
C 2.00900 -1.41203 -3.14587 0.007 0.041 -0.030 -0.7951
C 2.40584 2.03553 -1.25982 -0.170 0.156 0.104 1.0037
C 2.71989 2.70758 -0.07191 -0.041 0.023 0.026 -0.1582
C 3.50352 3.84570 -0.11901 -0.024 0.031 -0.013 -0.5879
C 3.96494 4.31898 -1.34633 0.040 0.053 -0.009 -0.7620
C 3.62846 3.66746 -2.52461 -0.053 -0.011 -0.042 -0.8079
C 2.84199 2.52084 -2.49098 0.060 0.084 0.001 -0.6550
H 1.06186 -3.77252 2.78268 -0.106 0.069 0.066 0.6587
H 0.68566 -3.86860 5.22743 -0.038 0.078 -0.028 0.4835
H -0.29111 -1.92437 6.41290 0.011 -0.009 -0.060 0.4961
H -0.93615 0.10265 5.16211 0.010 -0.072 -0.021 0.5717
H -2.33203 2.80266 3.76692 -0.036 -0.031 -0.037 0.5430
H -4.72689 2.92928 4.30925 0.022 -0.077 -0.035 0.4779
H -6.26481 1.12702 3.60709 0.071 -0.012 0.000 0.4478
H -5.40242 -0.84868 2.38679 0.033 0.064 0.019 0.4734
H -3.00937 -0.99139 1.81513 -0.013 0.001 0.121 0.5545
H 1.70233 0.97876 3.74913 0.005 0.056 -0.022 0.3966
H 3.10957 2.93686 4.26640 -0.104 0.015 -0.019 0.4733
H 2.36699 5.20382 3.61689 -0.078 -0.062 0.009 0.5025
H 0.22121 5.52180 2.42374 0.025 -0.064 0.015 0.5529
H -1.15772 3.56520 1.82003 0.019 0.017 0.046 1.1830
H 2.86470 -3.09509 2.04963 0.065 0.051 -0.088 0.3675
H 5.25377 -3.00302 1.48535 -0.049 0.084 -0.049 0.4815
H 6.08600 -1.35089 -0.16026 -0.036 0.004 0.022 0.4953
H 4.51996 0.21100 -1.26077 -0.010 -0.040 0.052 0.5926
H -0.12222 1.25158 -3.25340 0.035 0.031 -0.036 0.3102
H -0.47900 0.36594 -5.53199 -0.007 -0.021 0.009 0.4895
H 0.74471 -1.64784 -6.28115 0.051 0.061 0.081 0.4424
H 2.34594 -2.76759 -4.76817 -0.034 0.057 0.020 0.4658
H 2.70654 -1.91382 -2.48773 -0.016 -0.003 -0.019 0.4170
H 2.36306 2.33144 0.88486 0.072 0.024 -0.061 0.0807
H 3.76644 4.36373 0.79598 -0.019 -0.042 -0.059 0.5085
H 4.59730 5.20024 -1.38143 -0.085 -0.082 0.005 0.4618
H 3.98548 4.04314 -3.47571 -0.010 -0.017 0.055 0.5020
H 2.59615 2.00599 -3.41110 0.036 -0.001 0.019 0.4917
O -1.96691 7.48512 -4.96831 -0.123 0.087 0.509 -0.4361
C -1.97277 7.34099 -3.62769 0.026 -0.072 -0.498 0.4074
O -2.20257 8.25329 -2.89974 0.025 0.206 0.111 -0.4632
C -1.69703 5.97524 -3.04204 -0.098 -0.052 -0.166 0.3491
C -2.19291 4.79857 -3.59661 0.051 0.130 -0.065 -0.7911
C -2.03882 3.59586 -2.92955 0.153 -0.109 0.087 -0.6312
C -1.37489 3.59628 -1.70138 0.130 0.255 -0.646 0.5540
S -1.41247 2.16612 -0.72074 0.091 -0.467 1.137 -0.0721
C -0.84459 4.76776 -1.14794 -0.026 -0.276 0.184 -0.4304
C -1.01496 5.95083 -1.82734 0.093 0.141 -0.049 -0.8569
H -1.70318 6.69022 -5.43827 0.098 -0.198 -0.056 0.3244
H -2.73670 4.81390 -4.53326 -0.015 0.019 0.013 0.4664
H -2.44767 2.67854 -3.33717 -0.028 0.071 0.030 0.5231
H -0.32235 4.73929 -0.19815 -0.049 0.009 -0.072 0.3975
H -0.64189 6.88140 -1.41775 -0.046 -0.024 -0.012 0.5029
I -2.44899 -1.33405 -1.10247 0.362 0.164 0.179 0.3495
I -1.44239 -3.33666 -2.51099 -0.001 0.023 -0.020 0.0652